Below is an isolated molecule of C10H18N2O3S in a non-equilibrium geometry, with properties calculated with the ωB97M-V functional and the def2-TZVPD basis.

XYZ file:
```
34
Properties=species:S:1:pos:R:3:nbo_charge:R:1
C 0.1119 4.2514 0.9071 -0.807
S 1.5320 3.3593 1.3981 0.212
C 0.7114 2.1362 2.5002 -0.530
C 0.4559 0.8049 1.9608 -0.411
C -0.6583 0.7339 0.8518 -0.113
N -2.0502 1.2725 1.3858 -0.853
C -0.9639 -0.6153 0.1540 0.666
O -1.9497 -1.2038 0.7142 -0.664
N -0.3466 -1.0467 -0.9075 -0.419
C 0.6368 -0.3144 -1.8408 -0.208
C 1.3868 -1.4461 -2.3324 -0.423
C 0.3058 -2.4045 -2.7589 -0.391
C -0.6309 -2.4225 -1.4669 -0.150
C -0.2260 -3.4425 -0.5036 0.771
O -0.7778 -4.5423 -0.4424 -0.588
O 0.6052 -3.0959 0.4822 -0.704
H -0.7181 3.6873 0.2327 0.237
H 0.7269 5.2925 0.3378 0.226
H -0.3847 4.8467 1.7393 0.226
H -0.1839 2.5856 2.8696 0.235
H 1.4120 1.9567 3.3432 0.226
H 1.3409 0.5216 1.4299 0.210
H 0.2717 -0.0232 2.7252 0.223
H -0.4604 1.4718 0.1697 0.188
H -2.4360 0.6922 2.0897 0.365
H -2.8893 1.2151 0.6465 0.365
H 1.2066 0.3831 -1.1740 0.215
H 0.3041 0.3051 -2.5627 0.198
H 1.9050 -1.8705 -1.4225 0.228
H 2.0819 -1.2525 -3.2902 0.230
H 0.7336 -3.3713 -3.1107 0.236
H -0.3329 -2.0077 -3.5186 0.213
H -1.7207 -2.5949 -1.6862 0.267
H 1.0009 -3.8618 1.0796 0.524
```

E_LUMO	0.47	eV
E_tot	-30617.269	eV
F_max	5.7	eV Å⁻¹
highest occupied orbital energy	-8.7	eV
energy relative to the best compared isomer or geometry (same formula, charge and spin)	3.8809	eV
gap between HOMO and LUMO	9.18	eV
charge	0



Below is a cluster of 2 separate species, C10H18N3 in total in a non-equilibrium geometry, with properties calculated with the ωB97M-V functional and the def2-TZVPD basis.

XYZ file:
```
31
Properties=species:S:1:pos:R:3:nbo_charge:R:1
C -2.0732 -0.9968 0.5601 -0.631
C -1.3563 3.1467 0.3701 -0.220
C -0.9570 2.4643 1.5190 -0.208
C -2.2050 2.5187 -0.5638 -0.186
C -1.2582 1.1103 1.6435 -0.219
C -2.4620 1.1650 -0.4598 -0.231
C -1.8793 0.4799 0.5829 -0.049
H -0.9659 4.0754 0.0005 0.227
H -0.5939 2.9910 2.3952 0.229
H -2.6446 3.1199 -1.4300 0.230
H -1.0439 0.4625 2.5235 0.214
H -3.2373 0.5868 -0.9759 0.223
H -1.6420 -1.4517 -0.3233 0.201
H -3.1017 -1.3397 0.7570 0.250
H -1.5768 -1.5560 1.3990 0.184
C 3.1076 -0.5600 -0.6790 -0.249
C 2.8454 0.7200 0.0276 -0.674
C 1.2450 -2.1547 -0.6529 0.719
N 1.9357 -1.1854 -1.3387 -0.581
N 1.1345 -2.1370 0.7066 -0.838
N 0.5091 -2.9891 -1.3881 -0.754
H 3.9857 -0.7158 -1.3645 0.254
H 3.5506 -1.2856 0.0835 0.214
H 1.8584 1.1281 -0.3208 0.241
H 3.4099 1.5682 -0.3756 0.254
H 1.4337 -1.0160 -2.2017 0.422
H 1.8956 -1.7749 1.3015 0.435
H 0.1529 -1.9558 0.9335 0.444
H 0.4903 -2.9026 -2.4142 0.426
H 0.3767 -3.9016 -0.9936 0.439
H 2.7918 0.7185 1.1290 0.236
```

E_LUMO	-3.43	eV
E_tot	-15124.838	eV
F_max	3.2	eV Å⁻¹
highest occupied orbital energy	-11.7	eV
energy relative to the best compared isomer or geometry (same formula, charge and spin)	2.6868	eV
gap between HOMO and LUMO	8.32	eV
charge	+1



Below is a cluster of 2 separate species, C10H18N3O in total in a non-equilibrium geometry, with properties calculated with the ωB97M-V functional and the def2-TZVPD basis.

XYZ file:
```
32
Properties=species:S:1:pos:R:3:nbo_charge:R:1
C -3.0520 0.1841 -0.5355 -0.634
C -0.4904 -1.0426 2.6287 0.303
C -1.1555 0.1578 2.7969 -0.268
C -0.4160 -1.6967 1.3855 -0.290
C -1.9400 0.5752 1.7143 -0.175
C -1.2803 -1.3031 0.3877 -0.225
C -2.0736 -0.1492 0.5445 -0.080
O 0.2639 -1.6158 3.6245 -0.689
H -1.1389 0.7655 3.6869 0.236
H -0.2014 -1.6875 4.4272 0.491
H 0.2136 -2.5581 1.5483 0.249
H -2.3984 1.5573 1.7932 0.216
H -1.3345 -1.8966 -0.5166 0.221
H -3.2736 -0.6605 -1.1838 0.231
H -2.7499 1.0236 -1.1651 0.189
H -4.0116 0.5607 -0.1805 0.241
C 2.0525 -0.2251 -0.6227 -0.248
C 2.8494 -1.0942 -1.5657 -0.624
C 1.0963 1.4183 -2.1742 0.679
N 0.9359 0.4697 -1.2749 -0.552
N 2.2697 1.8345 -2.6122 -0.756
N -0.0468 1.9378 -2.7106 -0.771
H 1.6406 -0.8140 0.1813 0.252
H 2.7090 0.4956 -0.1277 0.211
H 2.2408 -1.7904 -2.1408 0.233
H 3.6788 -1.5821 -1.0597 0.249
H 0.0066 0.2706 -0.9240 0.447
H 3.0774 1.2654 -2.4173 0.427
H 2.3406 2.5593 -3.2975 0.428
H -0.7954 2.0023 -2.0409 0.411
H 0.0067 2.6808 -3.3849 0.413
H 3.3479 -0.5452 -2.3757 0.185
```

E_LUMO	-2.70	eV
E_tot	-17174.356	eV
F_max	2.3	eV Å⁻¹
highest occupied orbital energy	-11.5	eV
energy relative to the best compared isomer or geometry (same formula, charge and spin)	0.7179	eV
gap between HOMO and LUMO	8.82	eV
charge	+1